Formula: C6CuF12N2O14S4
Source: the Open Molecules 2025 dataset
Level of theory: the ωB97M-V functional and the def2-TZVPD basis

Calculated values
Total charge: -4
Multiplicity: 2
Frontier orbital gap (alpha / beta) (eV): 3.910 / 3.016
E_tot (eV): -158447.3408

Geometry (Å):
Cu 1.675 0.517 0.844
C 0.983 0.888 -3.344
F 1.872 1.515 -2.626
F 0.335 1.853 -4.030
F 1.541 0.083 -4.264
S -0.312 -0.069 -2.287
O -0.706 -1.311 -2.911
O 0.433 -0.210 -1.071
N -1.587 1.010 -2.092
S -2.425 1.133 -3.447
O -2.880 2.508 -3.495
O -2.026 0.523 -4.695
C -4.092 0.234 -2.981
F -4.409 -0.712 -3.881
F -3.950 -0.262 -1.757
F -5.108 1.106 -2.928
C -1.368 -2.563 1.039
F -0.381 -3.370 1.363
F -1.422 -2.344 -0.255
F -2.545 -3.107 1.434
S -1.246 -0.860 1.925
O -1.733 0.122 1.007
O -1.983 -0.780 3.163
N 0.448 -0.726 2.070
S 0.707 -0.977 3.614
O 0.342 0.050 4.553
O 0.357 -2.339 4.022
C 2.573 -1.061 3.737
F 3.094 0.139 3.695
F 2.829 -1.701 4.905
F 3.077 -1.873 2.809
C 0.413 2.884 1.321
O 0.513 2.334 0.177
O -0.727 3.434 1.639
O 0.896 2.182 2.304
C 4.227 0.425 0.059
O 5.486 0.329 -0.162
O 3.795 1.408 0.809
O 3.304 -0.413 -0.262

***

Formula: C6H10
Source: the Open Molecules 2025 dataset
Level of theory: the ωB97M-V functional and the def2-TZVPD basis

Calculated values
Multiplicity: 1
Frontier orbital gap (eV): 8.678
E_tot (eV): -6379.3803

Geometry (Å):
C 0.420 -0.540 1.399
C -0.701 -1.039 0.537
C -1.285 -0.276 -0.475
C -0.798 1.078 -0.762
C 1.472 0.578 -0.574
C 1.288 -0.555 0.187
H 0.298 0.455 1.841
H 0.689 -1.254 2.180
H -0.967 -2.090 0.610
H -1.774 -0.798 -1.298
H -2.075 0.639 -0.218
H -0.612 1.750 0.067
H -1.114 1.550 -1.689
H 1.540 1.548 -0.089
H 1.995 0.500 -1.526
H 1.618 -1.528 -0.166

***

Formula: C6H10
Source: the Open Molecules 2025 dataset
Level of theory: the ωB97M-V functional and the def2-TZVPD basis

Calculated values
Multiplicity: 1
Frontier orbital gap (eV): 9.452
E_tot (eV): -6382.6479

Geometry (Å):
C 0.644 -1.064 1.945
C -0.081 -0.439 1.017
C -1.354 0.273 1.430
C 0.376 -0.326 -0.366
C -0.136 0.401 -1.356
C 0.609 0.962 -2.526
H 0.455 -0.884 2.997
H 1.595 -1.549 1.752
H -1.840 0.739 0.575
H -1.141 1.116 2.088
H -2.056 -0.431 1.867
H 1.153 -1.022 -0.687
H -1.116 0.860 -1.246
H 0.094 0.908 -3.486
H 0.833 2.005 -2.312
H 1.566 0.446 -2.654

***

Formula: C6H10
Source: the Open Molecules 2025 dataset
Level of theory: the ωB97M-V functional and the def2-TZVPD basis

Calculated values
Multiplicity: 1
Frontier orbital gap (eV): 7.820
E_tot (eV): -6379.9613

Geometry (Å):
C -1.293 1.807 -0.494
C -0.630 0.521 -0.131
C -0.533 -0.595 -0.906
C 0.164 -1.692 -0.278
C 0.503 -1.159 1.087
C 0.028 0.305 1.199
H -0.588 2.639 -0.405
H -1.691 1.777 -1.511
H -2.110 2.003 0.206
H -0.928 -0.650 -1.920
H 2.319 -1.843 -1.510
H 2.944 -1.519 -1.758
H 0.048 -1.820 1.839
H 1.584 -1.284 1.230
H 0.858 1.011 1.331
H -0.673 0.499 2.020

***

Formula: C6H10
Source: the Open Molecules 2025 dataset
Level of theory: the ωB97M-V functional and the def2-TZVPD basis

Calculated values
Multiplicity: 1
Frontier orbital gap (eV): 10.063
E_tot (eV): -6383.3303

Geometry (Å):
C -0.736 -0.936 0.981
C -0.271 -1.494 -0.137
C 0.554 -0.764 -1.178
C 0.857 0.698 -0.800
C -0.280 1.308 0.019
C -0.521 0.494 1.337
H -1.073 -1.513 1.836
H -0.428 -2.560 -0.299
H 0.068 -0.818 -2.163
H 1.509 -1.303 -1.288
H 1.752 0.742 -0.173
H 1.073 1.279 -1.709
H -1.198 1.257 -0.606
H -0.125 2.381 0.176
H -1.332 0.960 1.902
H 0.206 0.291 2.177

***

Formula: C6H10
Source: the Open Molecules 2025 dataset
Level of theory: the ωB97M-V functional and the def2-TZVPD basis

Calculated values
Multiplicity: 1
Frontier orbital gap (eV): 9.453
E_tot (eV): -6381.8595

Geometry (Å):
C 2.201 0.075 0.005
C 0.708 0.133 0.128
C -0.051 1.230 0.202
C -1.485 0.855 -0.083
C -1.554 -0.611 0.433
C -0.144 -1.123 -0.005
H 2.469 -0.288 -0.992
H 2.682 1.043 0.146
H 2.623 -0.630 0.716
H 0.353 2.240 0.260
H -2.272 1.484 -0.458
H -1.628 0.848 -1.351
H -1.656 -0.769 1.525
H -2.414 -1.078 -0.024
H -0.119 -1.448 -1.056
H 0.287 -1.963 0.554

***

Formula: C6H10
Source: the Open Molecules 2025 dataset
Level of theory: the ωB97M-V functional and the def2-TZVPD basis

Calculated values
Multiplicity: 1
Frontier orbital gap (eV): 7.732
E_tot (eV): -6379.9125

Geometry (Å):
C -0.736 -1.872 -1.306
C -0.470 -1.431 0.129
C -0.480 0.045 0.318
C 0.471 2.192 1.061
C 0.599 0.886 0.316
C 1.680 0.425 -0.484
H -1.695 -1.482 -1.668
H 0.071 -1.470 -1.924
H -0.748 -2.963 -1.374
H -1.240 -1.833 0.804
H 0.508 -1.793 0.458
H -1.450 0.497 0.555
H 1.412 2.382 1.586
H 0.221 3.056 0.435
H -0.302 2.063 1.827
H 2.265 1.327 -0.786

***

Formula: C6H10
Source: the Open Molecules 2025 dataset
Level of theory: the ωB97M-V functional and the def2-TZVPD basis

Calculated values
Multiplicity: 1
Frontier orbital gap (eV): 8.635
E_tot (eV): -6378.8837

Geometry (Å):
C 0.941 -1.328 0.974
C 0.386 -1.105 -0.398
C -1.089 -0.674 -0.443
C -0.934 0.814 -0.691
C -0.140 1.551 0.354
C 0.554 0.982 -0.829
H 0.871 -2.415 1.134
H 2.006 -1.079 1.031
H 0.410 -0.851 1.816
H 1.037 -0.160 -1.001
H -1.626 -1.176 -1.257
H -1.624 -0.879 0.496
H -1.651 1.364 -1.297
H -0.006 1.129 1.348
H -0.240 2.634 0.347
H 1.077 1.594 -1.560